Record 1
The following is a quantum chemistry calculation of C25H46Cl2LaN3O5Si as an isolated structure at a distorted geometry, from OMol25.

Computed properties:
ΔE to the lowest compared entry with this formula, charge and spin	0.00	kcal/mol
HOMO-LUMO gap (alpha / beta)	3.75 / 3.03	eV
E_tot	-2762.17810	Ha
maximum force	0.083	Eh/bohr

Structure (XYZ):
```
83
Properties=species:S:1:pos:R:3:forces:R:3
C -4.48905 0.55405 1.06414 -0.0108 0.2682 0.2813
C -4.75433 -0.22779 -0.18772 -0.6422 -0.3243 -1.0788
H -4.59952 1.63272 0.87398 0.0653 -0.1835 0.0866
H -3.47954 0.36401 1.44293 -0.2407 0.0664 -0.0803
H -5.21442 0.29420 1.85241 0.1731 0.0563 -0.2474
C -5.97362 -0.27201 -0.75811 0.9411 -0.2136 0.4408
C -7.16236 0.46704 -0.25455 -0.5851 0.1843 0.0737
H -6.15459 -0.93770 -1.59817 0.1139 0.1456 0.1613
H -6.99237 1.55210 -0.18213 -0.0207 -0.2690 0.0225
H -7.49228 0.11493 0.73568 0.1285 0.1103 -0.1754
H -7.99246 0.29757 -0.94870 0.0030 0.2008 0.2119
La 1.74785 0.20934 0.64597 0.0734 -0.8062 1.5560
Cl 2.57658 -2.18185 1.54286 0.4545 -0.2731 -0.0331
C 3.75465 -1.31830 -1.60916 -0.9323 1.1379 0.3593
O 3.04262 -0.28473 -1.37800 1.4696 -1.5591 -0.9049
N 4.07829 -1.70502 -2.83568 -0.1508 0.1220 0.0307
C 3.69956 -0.86156 -3.96856 -0.2328 -0.0608 0.0182
C 4.57530 -3.05916 -3.09798 -0.0591 -0.0425 0.2194
H 4.11505 -1.94821 -0.78076 -0.2014 0.1289 -0.1408
H 3.97916 0.17951 -3.76611 -0.0809 -0.3183 -0.0575
H 2.61554 -0.90668 -4.14965 0.2743 0.0269 0.0255
H 4.22913 -1.23881 -4.84473 -0.0931 0.1874 0.0564
H 5.17378 -3.39430 -2.24271 -0.0793 0.0628 -0.2796
H 5.17856 -3.04680 -4.01078 0.0029 -0.0101 0.3074
H 3.74703 -3.77361 -3.23669 0.2120 0.3226 0.0109
H 7.15083 1.04904 1.17912 0.0345 0.0498 -0.1256
H 7.02903 0.47465 4.03344 -0.0264 0.0742 0.0485
C 6.52007 1.87004 1.55298 -0.3606 -0.3241 0.7176
C 6.34554 1.33421 3.97469 -0.2618 -0.1517 -0.7200
N 5.69643 1.42123 2.67330 3.2047 1.6957 0.3637
H 5.89008 2.24060 0.74199 0.0833 -0.0792 0.1759
C 4.46696 0.96246 2.51943 -2.1105 -1.4230 1.9930
O 3.81404 1.06057 1.43822 -1.4279 -0.0274 -2.1848
H 5.57421 1.21429 4.74241 0.1691 0.0985 -0.0660
H 4.01613 0.48021 3.40078 0.1935 0.1555 -0.2483
H 7.17356 2.66335 1.93051 -0.0380 -0.0185 -0.2555
H 6.91678 2.25268 4.15466 -0.0863 -0.1383 0.0937
H 0.25396 4.64197 5.20614 0.0169 0.0440 -0.2545
H -1.70734 3.16561 2.92415 0.2777 0.1271 -0.1513
C 0.60421 4.89234 4.19445 0.0654 -0.2129 0.2494
C -0.99556 3.90846 2.53452 0.0425 0.0369 0.0893
N 0.29224 3.83808 3.23143 -0.1643 0.0524 -0.1352
H 1.68732 5.04615 4.22826 -0.2345 0.0651 0.0063
C 1.13638 2.83365 3.03261 -0.0490 -1.2959 -1.0853
O 0.96356 1.92419 2.16733 -0.0288 1.9579 1.7428
H -0.86613 3.76419 1.45613 -0.0129 -0.0164 0.2777
H 2.03330 2.84370 3.67046 -0.0775 -0.0756 -0.1957
H 0.10306 5.80811 3.87202 0.2672 -0.0869 0.0729
H -1.38658 4.90983 2.73221 -0.1045 -0.2434 -0.2282
O -2.37355 -0.52791 -0.33011 0.0705 0.0752 -1.2321
C -3.62108 -1.12883 -0.66482 -0.3721 -0.4320 0.8516
C -4.27329 -1.09225 -3.13806 0.3749 -0.4280 -0.2621
C -3.63797 -1.72027 -2.06093 -0.1808 0.4448 -0.1099
H -4.81510 -0.15994 -2.96305 0.2260 -0.3717 -0.2174
C -4.19035 -1.66160 -4.41668 -0.0911 0.2395 0.3229
H -3.73145 -1.98682 0.01805 0.2151 0.1236 -0.2711
C -2.90975 -2.89945 -2.25998 -0.1915 0.0923 -0.3542
H -4.73466 -1.19436 -5.23975 0.2552 -0.1541 0.1518
C -3.41699 -2.80124 -4.62672 0.1813 -0.0962 0.0877
C -2.75578 -3.40816 -3.55116 -0.1690 0.1000 0.0961
H -2.45569 -3.39437 -1.39609 -0.1170 0.1751 -0.2847
H -3.31557 -3.22111 -5.63061 -0.0657 0.1389 0.3199
H -2.12020 -4.28029 -3.71139 -0.2714 0.1472 -0.0102
Si -0.96336 -0.35381 -1.20355 -2.1117 -0.0376 -0.4485
Cl -2.22899 -2.70435 1.59010 -0.2072 -0.6614 -0.1418
C -1.13539 -0.03643 -3.06121 -0.0210 0.1487 -0.1098
C 0.12682 -1.86192 -1.16000 0.7727 -0.1291 0.3980
C -0.57034 1.38950 -0.59555 0.6262 0.5086 0.3317
H -1.09048 -0.94878 -3.67035 -0.1118 0.1425 0.1837
H -0.28626 0.59803 -3.36626 -0.1461 -0.1069 0.0369
H -2.05768 0.50155 -3.32426 0.2897 -0.0981 0.0951
H -1.38864 2.02343 -0.97851 0.2421 -0.4303 -0.0843
H 0.35491 1.81768 -1.03490 -0.2591 0.1314 0.1170
H -0.58112 1.54721 0.50124 -0.0180 -0.2208 -0.5381
H -0.37530 -2.65734 -1.72643 -0.0175 0.3574 0.0749
H 0.33180 -2.25607 -0.15492 -0.0298 0.0561 -0.2854
H 1.08061 -1.67917 -1.68089 -0.2225 -0.0927 0.0691
C -0.67943 -2.04916 3.72769 0.0098 -0.1737 0.0382
C -0.94992 -1.73951 2.30879 -0.9106 -1.7913 1.8917
O -0.33651 -0.87249 1.66990 2.0471 2.9571 -2.3275
H -1.36626 -2.82459 4.08427 0.2920 0.1827 0.0727
H -0.81977 -1.13584 4.32685 0.1432 -0.0989 0.2043
H 0.36612 -2.38988 3.82024 -0.1862 0.0781 0.2895
```
Forces are in eV/Å.


Record 2
The following is a quantum chemistry calculation of C25H46I2N5O7S3 as an isolated structure at a distorted geometry, from OMol25.

Computed properties:
HOMO-LUMO gap (alpha / beta)	8.00 / 7.67	eV
E_tot	-3570.47081	Ha
charge	-1
⟨S²⟩	2.0082
maximum force	0.051	Eh/bohr
spin multiplicity	3

Structure (XYZ):
```
88
Properties=species:S:1:pos:R:3:forces:R:3
C -1.17366 -1.37390 0.47141 -0.7636 -0.4151 0.0453
C -0.79800 -2.85273 0.67832 -0.0096 0.2852 -0.4499
I -1.04014 -3.36539 2.74903 -0.1334 -0.2229 -0.1886
C 0.55858 -3.22418 0.06964 -0.6197 0.7937 0.6631
I 0.69977 -5.31702 -0.31900 0.1301 0.2419 0.1280
S 2.03858 -2.61990 0.93572 2.2021 -0.6429 -0.1945
O 2.23696 -3.34366 2.16589 -1.0403 0.1692 0.6569
O 3.10154 -2.90956 0.00477 -0.2072 0.2130 -0.8706
N 1.78600 -1.04201 1.08055 -0.5383 -0.6850 0.8050
S 2.90492 -0.23367 1.90409 1.6235 0.8154 -1.8810
O 3.20457 0.95415 1.12648 -0.9983 0.7747 0.3406
O 4.12207 -0.95844 2.15793 -0.1961 -0.9580 0.8985
C 2.28049 0.33517 3.50468 -0.5799 -0.0841 0.2332
C 0.96558 -0.30645 3.98823 0.8515 -0.0440 -0.3611
S 1.06157 -0.87172 5.72359 -0.2763 0.0536 0.0471
C 1.99013 -2.34919 5.54080 -0.1917 1.3449 0.0330
N 1.56870 -3.48588 5.16850 -0.2522 -0.8844 -0.0419
N 2.68349 -4.31163 5.15094 -0.8019 -1.0697 -0.3445
C 3.66785 -3.60688 5.51172 0.3163 0.5591 0.1369
O 3.32137 -2.32842 5.79732 0.5661 -0.0457 -0.0760
H -0.75998 -0.98364 -0.45787 0.3115 0.1185 0.1787
H -2.26017 -1.35227 0.34587 -0.0281 0.0677 0.0982
H -0.94276 -0.75534 1.33116 0.3808 0.1568 -0.2054
H -1.54376 -3.43658 0.14418 -0.0104 -0.1903 0.1611
H 0.59127 -2.73706 -0.90246 0.1906 -0.0814 -0.0778
H 2.18550 1.41768 3.43117 -0.0675 -0.0069 -0.1924
H 3.08068 0.14379 4.21465 0.1577 -0.1826 -0.1671
H 0.71039 -1.15726 3.35724 -0.0713 -0.0113 0.1403
H 0.16693 0.42759 3.91511 -0.2032 -0.1312 0.2734
H 4.68400 -3.94190 5.57969 0.2094 0.2522 0.1241
C 1.73556 7.83022 2.47203 -0.2325 0.1106 -0.3290
C 2.13521 6.39373 2.89712 0.0510 1.8825 0.1765
C 3.58178 6.07546 2.48854 0.2402 -0.4553 -0.3709
C 3.76607 5.71731 1.01690 -0.1123 0.0503 0.0397
C 2.79177 4.61091 0.62346 0.6130 0.0404 0.3774
C 1.34190 4.97698 0.92504 -0.6391 0.6391 -1.8209
N 1.15470 5.40978 2.34714 1.6874 -1.7174 0.5786
O 1.16048 4.35442 3.10298 -0.7599 0.1664 0.1560
C 0.89456 6.07995 -0.05864 0.1069 0.3811 0.0870
C 0.45155 3.79292 0.57506 -0.2997 -0.5462 0.6587
C 2.10617 6.44026 4.42494 -0.1980 -0.6008 0.2318
H 1.15688 7.87979 1.55527 0.1152 -0.0884 -0.0451
H 1.10139 8.29636 3.22817 0.0608 -0.0831 0.0897
H 2.61353 8.46475 2.33965 0.0305 -0.0426 0.0605
H 3.94326 5.23136 3.08431 -0.1713 -0.0552 0.0175
H 4.22654 6.91981 2.74366 -0.1594 0.0812 0.1175
H 3.63547 6.60342 0.38690 -0.0495 -0.0020 0.0156
H 4.78968 5.37474 0.85197 -0.0021 0.0159 0.0111
H 2.89995 4.39220 -0.44054 -0.1965 -0.0331 -0.0165
H 3.06948 3.69226 1.14995 -0.1614 -0.0322 0.0235
H -0.10620 6.44168 0.18721 0.0167 -0.0021 0.0403
H 0.86019 5.68263 -1.07294 0.0070 -0.1681 0.0694
H 1.57122 6.93224 -0.09864 -0.0328 0.0006 0.0495
H 0.73777 2.88212 1.09899 0.0381 0.0769 0.0834
H 0.51812 3.57074 -0.48902 0.1408 0.1623 -0.0312
H -0.59619 4.00602 0.80208 0.0262 0.0344 0.0502
H 1.09107 6.58363 4.79875 -0.0086 -0.0243 -0.0467
H 2.71512 7.27683 4.77189 -0.0021 0.0809 -0.1756
H 2.51034 5.53561 4.87666 -0.0857 -0.0485 -0.0676
C -2.66223 -1.99246 -5.19861 -0.3772 0.0496 -0.2026
C -2.41890 -3.02947 -4.07170 0.5792 1.3778 -1.2790
C -1.71093 -4.28207 -4.60875 -0.2033 -0.6423 0.0529
C -2.61897 -5.26186 -5.34538 -0.0113 0.0737 0.0509
C -3.83142 -5.60374 -4.48287 0.5612 -0.0983 -0.0120
C -4.60047 -4.35852 -4.04093 -1.4775 0.0419 -1.2267
N -3.70982 -3.34956 -3.38913 1.2604 -1.9144 0.9576
O -3.45310 -3.75325 -2.18225 -0.4147 0.6189 0.2449
C -5.31806 -3.76770 -5.27232 0.1540 0.1954 -0.2173
C -5.73549 -4.76799 -3.10428 0.1814 0.0193 0.5931
C -1.43297 -2.33618 -3.13644 -0.1334 -0.1390 0.6528
H -3.66830 -2.00222 -5.60653 0.0298 -0.1424 -0.0137
H -2.52178 -0.97661 -4.82694 0.0887 -0.0546 0.0956
H -1.97079 -2.13897 -6.02976 0.0573 -0.0191 0.0602
H -1.24996 -4.81802 -3.77249 -0.0984 0.0954 0.1098
H -0.88847 -3.98341 -5.26104 -0.0178 0.1891 0.0690
H -2.92579 -4.84897 -6.31105 -0.0580 0.0157 0.0263
H -2.06285 -6.17529 -5.56752 0.0141 0.0230 -0.0195
H -4.49781 -6.27096 -5.03495 -0.1606 0.1134 0.0535
H -3.49479 -6.16416 -3.60489 -0.0050 0.1354 0.0829
H -5.79635 -2.81760 -5.02755 0.0414 0.0095 0.0208
H -6.09766 -4.44961 -5.61375 0.0099 -0.0833 0.1553
H -4.66351 -3.61591 -6.12817 0.0228 0.0520 0.0475
H -5.37942 -5.32223 -2.23751 0.0863 0.1346 0.0244
H -6.43664 -5.41499 -3.63167 0.0763 0.0434 -0.1648
H -6.28649 -3.89425 -2.75155 0.0497 0.0113 0.0201
H -1.88693 -1.47531 -2.64338 -0.0550 -0.0373 -0.0056
H -0.57360 -1.97924 -3.70586 -0.0906 -0.0408 -0.1679
H -1.05635 -3.01128 -2.37097 -0.0832 -0.0419 0.0483
```
Forces are in eV/Å.